Record 1
3 unconnected molecules or ions with the total composition C20H28BrN3O4. Source: the OMol25 dataset; level of theory: ωB97M-V/def2-TZVPD.

## Properties
E_LUMO, Ha: -0.029
SMILES string: C#CCc1cc(CC)c(C)c2nc(Br)c(ON=O)nc12.CC(C)O.CC(C)O
Highest occupied orbital energy, eV: -8.700
Frontier orbital gap, eV: 7.9

Last column: Mulliken charge in e.
Element x y z (Å)
C  -6.83  1.54  0.37  0.108
C  -5.78  1.90  -0.09  -0.837
C  -4.51  2.18  -0.79  0.041
C  -3.45  1.11  -0.52  0.226
C  -3.77  -0.14  -0.05  -0.965
C  -2.75  -1.10  0.22  0.500
C  -3.22  -2.44  0.77  -0.945
C  -2.49  -2.93  2.06  -1.003
C  -1.43  -0.79  -0.05  1.326
C  -0.30  -1.79  0.17  -1.797
C  -1.07  0.51  -0.53  0.450
N  0.26  0.78  -0.74  -0.223
C  0.47  1.99  -1.14  0.090
Br  2.31  2.50  -1.43  -0.165
C  -0.54  2.97  -1.37  0.622
O  -0.14  4.22  -1.79  -0.349
N  -1.12  5.22  -1.31  0.205
O  -0.85  5.58  -0.25  -0.184
N  -1.80  2.71  -1.21  -0.584
C  -2.09  1.45  -0.76  -0.327
H  -7.61  1.05  0.91  0.420
H  -4.73  2.26  -1.86  0.297
H  -4.13  3.15  -0.45  0.343
H  -4.81  -0.38  0.15  0.303
H  -3.19  -3.21  -0.01  0.440
H  -4.28  -2.33  1.03  0.268
H  -3.18  -3.19  2.87  0.380
H  -1.87  -3.80  1.82  0.275
H  -1.79  -2.16  2.40  0.210
H  0.41  -1.65  -0.64  0.354
H  0.20  -1.54  1.11  0.082
H  -0.66  -2.82  0.24  0.432
C  3.47  -0.18  3.44  -1.572
C  2.13  -0.05  2.74  0.927
C  1.48  1.30  3.00  -1.264
O  1.25  -1.09  3.17  -0.533
H  3.34  -0.09  4.53  0.372
H  3.91  -1.15  3.25  0.376
H  4.16  0.59  3.11  0.368
H  2.26  -0.18  1.66  0.023
H  1.29  1.44  4.07  0.382
H  0.52  1.38  2.49  0.269
H  2.12  2.12  2.66  0.364
H  1.11  -1.00  4.12  0.319
C  5.28  -1.03  -3.01  -1.230
C  3.89  -1.63  -2.82  0.359
C  2.93  -1.17  -3.92  -1.172
O  3.37  -1.26  -1.55  -0.422
H  5.23  0.06  -2.97  0.291
H  5.95  -1.36  -2.22  0.308
H  5.70  -1.32  -3.98  0.399
H  3.96  -2.72  -2.83  0.266
H  2.82  -0.09  -3.90  0.254
H  1.94  -1.61  -3.76  0.284
H  3.29  -1.47  -4.90  0.417
H  3.31  -0.30  -1.53  0.222

---

Record 2
5 unconnected molecules or ions with the total composition C34H41BrF12NO13P. Source: the OMol25 dataset; level of theory: ωB97M-V/def2-TZVPD.

## Properties
E_LUMO, Ha: -0.056
SMILES string: CCCCOc1cc2c(c(P(C)O)c1N(C)C(C)=O)C(=O)C=C(Br)C2=O.CCOC(=O)C(F)(F)F.CCOC(=O)C(F)(F)F.CCOC(=O)C(F)(F)F.CCOC(=O)C(F)(F)F
Highest occupied orbital energy, eV: -8.207
Frontier orbital gap, eV: 6.7

Last column: Mulliken charge in e.
Element x y z (Å)
C  -4.42  7.33  1.96  -1.311
C  -5.71  6.55  2.30  -0.171
C  -5.88  6.25  3.80  -1.017
C  -5.33  4.93  4.37  -0.466
O  -4.83  4.02  3.38  -0.182
C  -3.99  3.06  3.86  0.841
C  -4.28  2.44  5.07  -0.615
C  -3.46  1.44  5.54  0.173
C  -2.33  1.03  4.82  0.407
C  -2.00  1.66  3.61  0.382
P  -0.51  1.04  2.66  0.331
C  0.81  1.23  3.92  -0.955
O  0.00  2.26  1.69  -0.461
C  -2.86  2.67  3.12  -1.121
N  -2.55  3.21  1.83  0.856
C  -2.73  4.65  1.66  -1.047
C  -3.15  2.44  0.77  0.375
C  -4.65  2.34  0.71  -1.027
O  -2.44  1.88  -0.02  -0.570
C  -1.56  -0.09  5.39  0.046
O  -0.88  -0.82  4.70  -0.327
C  -1.67  -0.34  6.85  -0.826
C  -2.75  0.06  7.52  -0.247
Br  -2.95  -0.30  9.35  -0.122
C  -3.85  0.78  6.82  0.528
O  -4.97  0.82  7.26  -0.564
H  -3.97  6.98  1.04  0.236
H  -4.64  8.39  1.86  0.490
H  -3.71  7.25  2.78  0.333
H  -5.81  5.65  1.69  0.150
H  -6.55  7.19  2.03  0.442
H  -6.94  6.31  4.04  0.431
H  -5.40  7.07  4.33  0.335
H  -4.53  5.13  5.09  0.457
H  -6.14  4.44  4.90  0.236
H  -5.14  2.72  5.66  0.510
H  0.42  1.63  4.85  0.364
H  1.26  0.26  4.09  0.136
H  1.56  1.90  3.51  0.454
H  -0.42  2.16  0.82  0.290
H  -2.43  5.21  2.54  0.431
H  -3.77  4.90  1.43  0.037
H  -2.14  4.99  0.80  0.381
H  -4.96  1.63  1.48  0.277
H  -5.14  3.28  0.92  0.098
H  -4.94  1.92  -0.25  0.468
H  -0.87  -0.89  7.32  0.493
C  3.39  6.47  -1.77  -1.097
C  3.00  6.21  -0.33  -0.175
O  1.94  7.11  0.10  -0.336
C  0.72  6.78  -0.28  0.370
O  0.38  5.84  -0.93  -0.519
C  -0.29  7.80  0.30  0.946
F  0.11  9.06  0.11  -0.265
F  -0.45  7.60  1.62  -0.261
F  -1.48  7.64  -0.28  -0.224
H  3.68  7.52  -1.90  0.299
H  4.23  5.84  -2.04  0.379
H  2.56  6.26  -2.44  0.318
H  3.82  6.42  0.35  0.325
H  2.68  5.18  -0.17  0.278
C  0.94  -3.10  3.44  -0.787
C  0.36  -3.67  2.16  -0.298
O  1.40  -4.00  1.21  -0.338
C  2.02  -5.15  1.40  0.357
O  1.83  -5.95  2.26  -0.515
C  3.08  -5.35  0.29  0.850
F  3.80  -4.25  0.08  -0.252
F  2.46  -5.66  -0.87  -0.253
F  3.90  -6.35  0.59  -0.251
H  1.57  -2.24  3.21  0.218
H  0.14  -2.79  4.10  0.159
H  1.55  -3.84  3.95  0.420
H  -0.25  -2.93  1.66  0.329
H  -0.25  -4.55  2.35  0.324
C  0.63  -6.73  -3.17  -0.827
C  1.27  -8.03  -3.61  -0.280
O  0.78  -8.45  -4.90  -0.329
C  1.31  -7.86  -5.95  0.371
O  2.16  -7.02  -5.96  -0.595
C  0.70  -8.45  -7.25  0.929
F  -0.63  -8.53  -7.17  -0.249
F  1.19  -9.68  -7.45  -0.267
F  1.02  -7.69  -8.29  -0.236
H  -0.45  -6.82  -3.17  0.331
H  0.96  -6.48  -2.17  0.166
H  0.90  -5.91  -3.84  0.302
H  1.01  -8.84  -2.93  0.323
H  2.35  -7.95  -3.64  0.326
C  4.62  -5.59  -7.61  -0.648
C  5.80  -6.52  -7.70  -0.277
O  6.87  -5.96  -8.50  -0.315
C  7.64  -5.07  -7.90  0.329
O  7.58  -4.70  -6.77  -0.511
C  8.74  -4.59  -8.88  0.908
F  8.22  -4.28  -10.07  -0.248
F  9.65  -5.56  -9.05  -0.255
F  9.36  -3.52  -8.39  -0.239
H  4.26  -5.32  -8.60  0.299
H  3.81  -6.08  -7.07  0.049
H  4.88  -4.67  -7.08  0.320
H  5.53  -7.44  -8.22  0.326
H  6.19  -6.78  -6.72  0.335

---

Record 3
A molecular structure, C28H35N4O3RhSSi2. Source: the OMol25 dataset; level of theory: ωB97M-V/def2-TZVPD.

## Properties
E_LUMO (spin up / spin down), Ha: -0.006 / -0.006
Energy relative to the best compared isomer or geometry (same formula, charge and spin), kJ/mol: 42.7
Highest occupied orbital energy (spin up / spin down), eV: -7.848 / -7.849
Frontier orbital gap (spin up / spin down), eV: 7.7 / 7.7

Last column: Mulliken charge in e.
Element x y z (Å)
Rh  0.45  0.20  -0.42  -0.106
C  0.54  0.55  3.06  -1.386
Si  1.43  1.15  1.51  1.613
C  3.29  0.99  1.77  -1.361
C  1.12  3.02  1.52  0.462
C  1.60  3.88  2.51  -0.734
C  1.31  5.24  2.49  -0.746
C  0.52  5.76  1.47  -0.655
C  0.02  4.92  0.49  -0.652
C  0.32  3.56  0.51  -0.137
Si  -0.34  2.32  -0.73  1.526
C  -2.21  2.15  -0.48  -1.386
C  0.01  2.99  -2.47  -1.422
H  0.99  1.04  3.93  0.417
H  0.59  -0.53  3.21  0.351
H  -0.51  0.85  3.02  0.283
H  3.60  1.72  2.52  0.508
H  3.85  1.20  0.86  0.269
H  3.57  -0.01  2.12  0.309
H  2.22  3.49  3.32  0.321
H  1.69  5.89  3.27  0.390
H  0.29  6.82  1.45  0.398
H  -0.59  5.34  -0.30  0.398
H  -2.76  2.53  -1.34  0.380
H  -2.52  2.71  0.40  0.412
H  -2.52  1.11  -0.34  0.273
H  -0.91  3.30  -2.98  0.413
H  0.53  2.26  -3.09  0.211
H  0.65  3.87  -2.39  0.433
C  1.95  -7.19  -2.62  -1.467
C  1.65  -6.06  -1.67  0.931
C  1.51  -4.76  -2.14  -1.177
C  1.20  -3.72  -1.28  -0.192
C  1.02  -3.98  0.07  0.320
C  1.14  -5.27  0.56  -0.727
C  1.46  -6.30  -0.31  -0.915
S  0.70  -2.65  1.21  1.035
O  1.97  -1.95  1.37  -0.832
O  0.15  -3.24  2.41  -0.779
N  -0.29  -1.66  0.44  0.608
C  -1.42  -2.23  -0.18  -0.252
C  -2.19  -3.24  0.33  -0.330
C  -3.25  -3.80  -0.42  -0.794
C  -3.54  -3.36  -1.68  -0.908
C  -2.77  -2.32  -2.24  0.745
C  -2.99  -1.81  -3.54  -0.810
C  -2.20  -0.81  -4.03  -1.178
C  -1.18  -0.30  -3.21  -0.410
N  -0.94  -0.74  -2.00  1.026
C  -1.72  -1.75  -1.49  -0.138
H  2.63  -6.87  -3.41  0.369
H  1.04  -7.56  -3.09  0.285
H  2.41  -8.03  -2.10  0.383
H  1.65  -4.56  -3.20  0.428
H  1.09  -2.71  -1.67  0.357
H  0.98  -5.45  1.61  0.519
H  1.56  -7.31  0.07  0.363
H  -1.99  -3.61  1.33  0.649
H  -3.83  -4.60  0.03  0.414
H  -4.35  -3.79  -2.25  0.403
H  -3.79  -2.24  -4.14  0.418
H  -2.35  -0.40  -5.02  0.458
H  -0.54  0.51  -3.56  0.360
C  5.14  -0.33  -3.03  -1.037
N  3.83  0.27  -2.86  -0.200
C  3.01  0.01  -1.83  0.225
N  3.38  -0.89  -0.92  0.126
O  1.93  0.66  -1.77  -0.097
H  5.60  0.10  -3.92  0.350
H  5.06  -1.41  -3.19  0.276
H  5.79  -0.13  -2.18  0.299
H  3.53  1.01  -3.47  0.286
H  4.20  -1.46  -1.07  0.266
H  2.79  -1.13  -0.13  -0.437

---

Record 4
3 unconnected molecules or ions with the total composition C21H37F6N5O7S. Source: the OMol25 dataset; level of theory: ωB97M-V/def2-TZVPD.

## Properties
E_LUMO, Ha: 0.009
SMILES string: [H]/N=C(/N)NCCCCN(CSCC)C(=O)OCC(=O)N(C)C.CCOC(=O)C(F)(F)F.CCOC(=O)C(F)(F)F
Highest occupied orbital energy, eV: -9.185
Frontier orbital gap, eV: 9.4

Last column: Mulliken charge in e.
Element x y z (Å)
H  -6.04  2.96  0.32  0.240
N  -6.06  3.37  1.25  -0.693
C  -6.14  2.46  2.13  0.493
N  -6.10  2.81  3.49  -0.559
N  -6.30  1.07  1.91  -0.364
C  -5.10  0.27  2.21  -0.993
C  -4.12  0.16  1.03  -0.420
C  -2.73  -0.26  1.51  0.163
C  -1.73  -0.22  0.37  -1.335
N  -0.33  -0.41  0.82  0.635
C  0.21  -1.79  0.69  -0.653
S  -0.94  -3.14  0.98  -0.030
C  -0.53  -3.65  2.67  -0.451
C  -1.36  -2.95  3.74  -0.955
C  0.51  0.44  0.04  0.080
O  0.55  0.46  -1.17  -0.613
O  1.30  1.19  0.82  -0.332
C  1.73  2.43  0.27  -0.535
C  0.89  3.62  0.73  0.237
O  0.96  4.65  0.11  -0.593
N  0.06  3.41  1.83  0.293
C  0.84  3.16  3.05  -1.042
C  -0.92  4.49  2.00  -0.991
H  -5.20  3.18  3.79  0.255
H  -6.39  2.05  4.08  0.298
H  -6.58  0.93  0.95  0.310
H  -4.59  0.71  3.06  0.438
H  -5.42  -0.73  2.52  0.331
H  -4.06  1.12  0.50  0.396
H  -4.48  -0.62  0.36  0.253
H  -2.81  -1.28  1.90  -0.046
H  -2.38  0.37  2.33  0.360
H  -2.00  -0.90  -0.45  0.133
H  -1.78  0.79  -0.05  0.734
H  0.63  -1.95  -0.31  0.204
H  1.02  -1.90  1.41  0.429
H  -0.62  -4.73  2.71  0.425
H  0.53  -3.42  2.83  0.280
H  -1.05  -3.27  4.74  0.414
H  -2.42  -3.18  3.62  0.244
H  -1.22  -1.87  3.68  0.183
H  1.75  2.44  -0.81  0.408
H  2.76  2.60  0.62  0.384
H  1.59  3.94  3.22  0.365
H  1.34  2.19  2.97  0.199
H  0.15  3.11  3.90  0.416
H  -1.27  4.82  1.03  0.386
H  -1.76  4.10  2.59  0.258
H  -0.50  5.35  2.54  0.341
C  0.68  -1.28  -4.99  -1.393
C  0.70  -1.81  -3.58  0.290
O  -0.05  -3.04  -3.46  -0.262
C  0.56  -4.14  -3.84  0.308
O  1.67  -4.25  -4.27  -0.525
C  -0.35  -5.36  -3.57  0.917
F  -1.60  -5.14  -3.99  -0.248
F  -0.39  -5.56  -2.24  -0.244
F  0.12  -6.45  -4.16  -0.243
H  -0.35  -1.14  -5.33  0.347
H  1.19  -0.31  -5.03  0.376
H  1.17  -1.96  -5.68  0.360
H  0.22  -1.12  -2.89  -0.010
H  1.72  -1.98  -3.23  0.341
C  4.24  0.44  -0.61  -0.766
C  5.53  -0.33  -0.81  -0.613
O  5.94  -0.32  -2.19  -0.313
C  6.57  0.77  -2.60  0.344
O  6.84  1.74  -1.95  -0.519
C  6.96  0.61  -4.08  0.901
F  5.95  0.13  -4.81  -0.235
F  7.99  -0.23  -4.19  -0.254
F  7.32  1.78  -4.59  -0.239
H  3.46  0.06  -1.27  0.243
H  3.90  0.35  0.42  0.379
H  4.39  1.50  -0.85  0.351
H  5.39  -1.38  -0.57  0.364
H  6.34  0.06  -0.19  0.368

---

no.,F_max (Eh/bohr)
1,0.033
2,0.016
3,0.012
4,0.017